Entry 1:
Below is a structure of composition C16H17BrMoNO5, with properties calculated with the ωB97M-V functional and the def2-TZVPD basis.

Structure (XYZ):
```
41
C16H17BrMoNO5 | the Open Molecules 2025 dataset | the ωB97M-V functional and the def2-TZVPD basis
Mo -0.521 0.611 -0.835
C -5.739 3.148 -0.255
C -4.251 3.326 -0.346
C -3.650 4.578 -0.295
C -2.269 4.716 -0.385
C -1.561 3.551 -0.526
Br 0.316 3.427 -0.671
N -2.092 2.336 -0.580
C -3.418 2.222 -0.489
H -6.243 4.106 -0.147
H -6.003 2.525 0.599
H -6.124 2.660 -1.151
H -4.265 5.463 -0.184
H -1.783 5.679 -0.348
H -3.803 1.211 -0.544
C 3.155 0.746 0.856
C 2.839 0.701 -0.602
C 3.915 0.557 -1.625
O 1.669 0.756 -0.987
H 4.219 0.678 1.055
H 2.613 -0.063 1.351
H 2.758 1.674 1.274
H 4.907 0.515 -1.187
H 3.853 1.389 -2.329
H 3.719 -0.354 -2.195
O -1.946 -0.187 -1.014
O 1.324 -2.464 2.730
C 1.389 -3.368 1.722
C 1.862 -4.657 1.954
C 1.947 -5.570 0.920
C 1.565 -5.215 -0.369
C 1.096 -3.940 -0.601
C 0.996 -2.999 0.429
C 0.481 -1.658 0.089
O 0.295 -0.763 0.958
O 0.256 -1.376 -1.133
H 1.606 -2.887 3.549
H 2.163 -4.938 2.957
H 2.315 -6.567 1.123
H 1.630 -5.930 -1.177
H 0.783 -3.640 -1.592
```

## Properties
* Kohn-Sham gap (alpha / beta): 7.656 / 7.147 eV
* E_LUMO (alpha / beta): -3.410 / -3.921 eV
* E: -100488.2261 eV
* highest occupied orbital energy (alpha / beta): -0.4066 / -0.4068 Ha
* charge: +1
* 2S+1: 3

=====

Entry 2:
Below is an isolated molecule of C16H17BrN2O4, with properties calculated with the ωB97M-V functional and the def2-TZVPD basis.

Structure (XYZ):
```
40
C16H17BrN2O4 | the Open Molecules 2025 dataset | the ωB97M-V functional and the def2-TZVPD basis
O -1.610 -1.393 0.243
C -1.491 -0.180 0.283
N -2.519 0.670 0.446
C -3.884 0.214 0.460
H -4.436 0.785 1.210
C -4.529 0.388 -0.939
N -5.877 -0.066 -1.122
C -6.131 -1.493 -1.100
C -6.587 -2.011 0.271
H -6.927 -3.045 0.192
O -7.691 -1.275 0.755
C -7.372 0.094 0.868
H -8.278 0.587 1.227
C -6.949 0.675 -0.490
H -6.654 1.719 -0.377
H -7.816 0.625 -1.160
H -6.573 0.227 1.613
H -5.764 -1.961 0.999
H -5.236 -2.025 -1.420
H -6.936 -1.688 -1.821
H -3.902 -0.150 -1.658
H -4.501 1.451 -1.199
H -3.866 -0.844 0.732
H -2.336 1.665 0.377
C -0.131 0.453 0.191
C 0.943 -0.377 0.173
C 2.270 0.134 0.080
C 3.413 -0.674 0.065
C 4.653 -0.085 -0.029
C 4.798 1.300 -0.109
C 3.682 2.106 -0.096
C 2.416 1.530 -0.001
O 1.344 2.349 0.010
C 0.061 1.899 0.106
O -0.812 2.738 0.110
H 3.766 3.179 -0.157
H 5.784 1.733 -0.182
Br 6.210 -1.176 -0.049
H 3.307 -1.746 0.126
H 0.773 -1.443 0.230
```

## Properties
* Kohn-Sham gap: 7.139 eV
* E_LUMO: -0.853 eV
* E: -98080.7697 eV
* highest occupied orbital energy: -0.2937 Ha
* charge: 0

=====

Entry 3:
Below is an isolated molecule of C16H17ClN2O4, with properties calculated with the ωB97M-V functional and the def2-TZVPD basis.

Structure (XYZ):
```
40
C16H17ClN2O4 | the Open Molecules 2025 dataset | the ωB97M-V functional and the def2-TZVPD basis
O -0.519 1.375 -4.210
C -0.240 1.073 -3.070
N 0.984 0.678 -2.671
H 1.141 0.416 -1.703
C 2.063 0.427 -3.607
C 2.454 -1.014 -3.593
C 3.407 -1.684 -2.881
C 3.279 -3.049 -3.236
C 2.256 -3.106 -4.129
O 1.749 -1.883 -4.348
H 1.812 -3.924 -4.661
H 3.868 -3.867 -2.875
H 4.111 -1.258 -2.197
H 2.929 1.043 -3.345
H 1.689 0.709 -4.595
C -1.253 1.125 -1.926
C -1.515 -0.272 -1.340
N -1.381 -0.291 0.105
C -0.172 -0.192 0.744
O 0.892 -0.087 0.183
C -0.419 -0.220 2.240
C -1.938 -0.358 2.383
C -2.463 -0.407 0.960
O -3.602 -0.516 0.600
H -2.205 -1.291 2.885
C -2.589 0.806 3.157
C -1.789 1.106 4.388
C -0.475 1.224 4.251
Cl 0.580 1.561 5.574
C 0.144 1.055 2.899
H 1.229 0.994 2.958
H -0.111 1.923 2.282
H -2.291 1.214 5.334
H -3.617 0.549 3.404
H -2.611 1.691 2.513
H 0.101 -1.081 2.666
H -2.531 -0.603 -1.559
H -0.807 -0.998 -1.751
H -0.855 1.783 -1.151
H -2.174 1.564 -2.307
```

## Properties
* Kohn-Sham gap: 9.163 eV
* E_LUMO: 0.555 eV
* E: -40561.5349 eV
* highest occupied orbital energy: -0.3163 Ha
* charge: 0